1.
# C26H26MnN5OS2

A molecular structure, C26H26MnN5OS2 (wB97M-V/def2-TZVPD, the OMol25 dataset).

Properties
Orbital gap (spin up / spin down) (hartree): 0.1957 / 0.1964
Multiplicity: 2
Total charge: -1
LUMO (spin up / spin down) (eV): 2.32 / 2.31
⟨S²⟩: 0.8268

Cartesian coordinates (Å):
Mn  0.369  0.416  -0.652
C  1.559  -2.570  2.167
C  1.423  -1.329  1.349
N  0.493  -1.205  0.371
N  -0.313  -2.288  0.119
C  -1.257  -2.189  -0.820
N  -2.022  -3.330  -1.011
S  -1.452  -0.790  -1.699
C  2.190  -0.162  1.488
C  3.236  0.053  2.425
C  3.901  1.244  2.438
C  3.545  2.254  1.522
C  2.523  1.999  0.642
N  1.848  0.841  0.612
H  1.852  -3.441  1.567
H  0.629  -2.824  2.690
H  2.325  -2.447  2.929
H  -0.088  -3.179  0.535
H  -2.317  -3.797  -0.166
H  -2.788  -3.164  -1.645
H  3.504  -0.729  3.123
H  4.700  1.410  3.151
H  4.051  3.209  1.503
H  2.191  2.735  -0.079
C  4.962  -4.137  -6.758
C  5.940  -3.430  -7.658
O  6.592  -3.993  -8.502
S  6.154  -1.667  -7.472
C  5.046  -1.237  -6.156
C  3.732  -0.869  -6.433
C  2.862  -0.554  -5.405
C  3.279  -0.587  -4.065
C  4.614  -0.934  -3.806
C  5.483  -1.252  -4.834
C  2.380  -0.275  -3.008
C  1.602  -0.007  -2.106
H  4.968  -5.194  -7.014
H  3.962  -3.720  -6.879
H  5.235  -3.996  -5.712
H  3.393  -0.839  -7.462
H  1.839  -0.274  -5.620
H  4.954  -0.947  -2.779
H  6.510  -1.518  -4.617
C  0.826  3.321  -3.082
C  -0.090  4.007  -2.113
C  -0.463  5.330  -2.272
C  -1.324  5.964  -1.380
C  -1.818  5.238  -0.301
C  -1.476  3.913  -0.098
C  -2.006  3.130  1.067
C  -0.597  3.261  -1.009
N  -0.254  1.982  -0.829
H  1.132  4.003  -3.878
H  0.345  2.445  -3.525
H  1.718  2.929  -2.587
H  -0.069  5.881  -3.121
H  -1.602  7.001  -1.523
H  -2.490  5.716  0.406
H  -2.664  3.747  1.684
H  -1.190  2.750  1.688
H  -2.558  2.250  0.727

***

2.
# C17H38BCl6N2OP2

4 unconnected molecules or ions with the total composition C17H38BCl6N2OP2 (wB97M-V/def2-TZVPD, the OMol25 dataset).

Properties
Orbital gap (hartree): 0.3210
Multiplicity: 1
Total charge: +1
LUMO (eV): -3.55

Cartesian coordinates (Å):
C  2.728  -3.496  3.325
C  3.171  -3.540  2.220
C  3.708  -3.539  0.867
P  2.725  -2.400  -0.214
C  2.261  -0.956  0.758
C  1.257  0.028  0.086
C  0.001  0.230  0.930
C  -1.005  -0.939  0.906
C  -2.126  -0.717  -0.112
C  -2.830  -1.970  -0.620
C  -3.599  -2.744  0.462
C  -2.751  -3.719  1.302
P  1.035  -3.563  -1.013
N  0.325  -2.684  -2.091
B  3.770  -1.949  -1.800
N  4.525  -3.020  -2.419
O  3.761  -0.696  -2.290
H  2.191  -3.509  4.245
H  3.644  -4.550  0.464
H  4.741  -3.191  0.905
H  1.915  -1.226  1.753
H  3.207  -0.428  0.906
H  1.022  -0.311  -0.924
H  1.730  1.003  -0.004
H  -0.507  1.116  0.545
H  0.285  0.426  1.964
H  -0.464  -1.875  0.744
H  -1.442  -0.992  1.904
H  -2.896  -0.084  0.330
H  -1.700  -0.154  -0.944
H  -2.157  -2.656  -1.135
H  -3.563  -1.638  -1.358
H  -4.361  -3.331  -0.047
H  -4.106  -2.043  1.124
H  -1.684  -3.569  1.156
H  -2.978  -4.751  1.046
H  -2.935  -3.585  2.366
H  1.656  -4.700  -1.577
H  0.234  -3.974  0.069
H  0.373  -3.097  -3.015
H  4.449  -3.885  -1.889
H  4.096  -3.247  -3.318
H  3.773  -0.729  -3.260
Cl  -2.407  1.775  3.158
C  -2.645  3.463  2.617
C  -3.121  3.534  1.194
Cl  -1.860  3.003  0.041
H  -1.705  3.992  2.750
H  -3.391  3.907  3.272
H  -3.378  4.561  0.944
H  -3.999  2.913  1.035
Cl  7.843  -0.125  -5.475
C  6.961  1.421  -5.429
C  5.611  1.276  -4.777
Cl  4.489  0.302  -5.777
H  6.873  1.789  -6.448
H  7.567  2.120  -4.857
H  5.152  2.254  -4.650
H  5.694  0.803  -3.802
Cl  -5.780  5.082  4.269
C  -5.990  6.769  3.728
C  -6.438  6.853  2.293
Cl  -5.167  6.326  1.155
H  -5.049  7.290  3.883
H  -6.745  7.216  4.372
H  -6.678  7.885  2.043
H  -7.318  6.241  2.114

***

3.
# C37H33BrGeIrN4O2

A molecular structure, C37H33BrGeIrN4O2 (wB97M-V/def2-TZVPD, the OMol25 dataset).

Properties
Orbital gap (hartree): 0.1969
Multiplicity: 1
Total charge: +3
LUMO (eV): -10.29
Energy relative to the best compared isomer or geometry (same formula, charge and spin) (kcal/mol): 0.0

Cartesian coordinates (Å):
Ir  -0.583  -0.140  0.786
O  2.681  -0.816  -2.015
C  3.146  0.458  -2.174
C  4.094  0.665  -3.163
C  4.574  1.942  -3.398
C  4.121  3.030  -2.655
C  3.176  2.822  -1.672
C  2.679  1.539  -1.417
C  1.662  1.373  -0.345
O  0.381  0.740  -0.801
N  2.167  0.463  0.650
N  1.239  0.126  1.612
C  1.599  -0.295  2.792
C  0.648  -0.760  3.738
Br  -1.174  -0.554  3.148
C  0.870  -1.380  4.931
C  2.123  -1.460  5.631
C  3.052  -0.403  5.617
C  4.214  -0.500  6.353
C  4.473  -1.653  7.089
C  3.562  -2.705  7.111
C  2.376  -2.600  6.412
H  2.056  -0.842  -1.284
H  4.444  -0.183  -3.736
H  5.314  2.093  -4.174
H  4.503  4.023  -2.846
H  2.807  3.658  -1.088
H  1.377  2.352  0.052
H  3.136  0.549  0.927
H  2.653  -0.331  3.053
H  0.017  -1.858  5.408
H  2.822  0.521  5.099
H  4.909  0.328  6.382
H  5.379  -1.719  7.677
H  3.772  -3.594  7.690
H  1.655  -3.408  6.443
N  -2.444  0.239  -0.042
C  -3.344  -0.903  0.099
C  -4.700  -0.904  -0.003
C  -5.384  -2.142  0.086
C  -4.708  -3.318  0.263
C  -3.295  -3.326  0.390
C  -2.500  -4.471  0.619
C  -1.140  -4.341  0.745
C  -0.552  -3.073  0.682
N  -1.274  -1.983  0.467
C  -2.636  -2.094  0.307
H  -2.853  1.104  0.305
H  -2.300  0.350  -1.059
H  -5.254  0.013  -0.162
H  -6.462  -2.148  -0.001
H  -5.245  -4.257  0.319
H  -2.970  -5.443  0.707
H  -0.503  -5.199  0.907
H  0.517  -2.939  0.792
Ge  -0.199  1.328  -2.640
C  -0.620  3.172  -2.481
C  -1.808  3.650  -1.915
C  -2.099  5.003  -1.923
C  -1.203  5.896  -2.503
C  -0.021  5.438  -3.065
C  0.272  4.081  -3.058
C  -1.577  0.045  -3.030
C  -1.210  -1.296  -3.205
C  -2.132  -2.221  -3.672
C  -3.424  -1.815  -3.987
C  -3.797  -0.485  -3.838
C  -2.879  0.444  -3.368
H  1.060  1.039  -3.431
H  -2.525  2.967  -1.467
H  -3.021  5.367  -1.491
H  -1.436  6.952  -2.522
H  0.670  6.137  -3.517
H  1.191  3.732  -3.515
H  -0.192  -1.616  -3.001
H  -1.836  -3.252  -3.823
H  -4.133  -2.532  -4.378
H  -4.792  -0.166  -4.120
H  -3.167  1.488  -3.303

***

4.
# C4H6O2

A molecular structure, C4H6O2 (wB97M-V/def2-TZVPD, the OMol25 dataset).

Properties
Orbital gap (hartree): 0.2789
Multiplicity: 1
Total charge: 0
LUMO (eV): -0.46
Energy relative to the best compared isomer or geometry (same formula, charge and spin) (kcal/mol): 110.1

Cartesian coordinates (Å):
O  1.055  1.757  1.032
C  0.266  1.084  0.286
C  -1.015  1.156  -0.154
C  -0.590  -1.567  -0.132
O  0.400  -1.300  -0.816
C  1.288  0.064  0.059
H  -1.335  0.580  -1.014
H  -1.648  1.971  0.175
H  -0.625  -1.361  0.943
H  -1.427  -2.097  -0.596
H  2.042  0.229  -0.707
H  1.589  -0.516  0.924

***

5.
# C3H7N3O2

A molecular structure, C3H7N3O2 (wB97M-V/def2-TZVPD, the OMol25 dataset).

Properties
Orbital gap (hartree): 0.3514
Multiplicity: 1
Total charge: 0
LUMO (eV): 0.42
Energy relative to the best compared isomer or geometry (same formula, charge and spin) (kcal/mol): 135.5

Cartesian coordinates (Å):
C  0.523  -0.644  0.643
C  1.854  -0.259  0.008
C  -1.036  0.928  -0.119
H  -1.933  -1.939  -0.020
H  -0.993  -1.621  -1.264
H  0.223  -0.036  1.453
H  0.378  -1.717  1.128
H  1.124  1.468  -0.160
H  -2.132  1.149  -0.185
H  -0.325  2.719  -0.262
N  -1.645  -1.238  -0.637
N  -0.678  -0.425  0.220
N  -0.011  1.794  -0.064
O  2.023  1.014  -0.389
O  2.627  -1.191  -0.352

***

6.
# C14H29P2W

A molecular structure, C14H29P2W (wB97M-V/def2-TZVPD, the OMol25 dataset).

Properties
Orbital gap (spin up / spin down) (hartree): 0.2171 / 0.2361
Multiplicity: 3
Total charge: +1
LUMO (spin up / spin down) (eV): -3.76 / -3.71
Energy relative to the best compared isomer or geometry (same formula, charge and spin) (kcal/mol): 0.0
⟨S²⟩: 2.0106

Cartesian coordinates (Å):
C  -2.353  2.022  -0.813
C  -1.376  3.079  -0.936
C  -0.815  3.388  0.319
C  -1.362  2.538  1.286
C  -2.286  1.556  0.670
W  -1.734  -0.106  -0.657
P  -2.252  -0.280  -2.904
H  -3.276  1.909  -1.393
H  -1.167  3.536  -1.896
H  -0.055  4.163  0.505
H  -3.195  1.200  1.169
H  -1.172  2.555  2.353
H  -1.218  -0.804  -3.767
H  -2.541  0.978  -3.534
H  -3.396  -1.068  -3.261
C  0.082  -0.166  2.946
C  1.030  0.262  1.819
C  2.452  -0.285  2.015
P  0.398  -0.015  0.089
C  1.843  0.240  -1.033
C  2.726  -1.008  -1.192
C  1.410  0.790  -2.395
C  -0.341  -1.777  -0.019
C  0.601  -2.753  0.761
C  -1.829  -1.926  0.565
H  -0.144  -1.240  2.942
H  -0.862  0.394  2.943
H  0.577  0.059  3.904
H  1.075  1.367  1.820
H  2.478  -1.380  1.977
H  3.165  0.112  1.285
H  2.805  0.010  3.011
H  2.410  1.032  -0.502
H  2.167  -1.838  -1.643
H  3.556  -0.759  -1.868
H  3.177  -1.343  -0.252
H  0.779  1.686  -2.310
H  2.326  1.071  -2.935
H  0.886  0.036  -3.001
H  -0.307  -2.134  -1.059
H  0.574  -2.554  1.838
H  0.238  -3.780  0.603
H  1.639  -2.730  0.407
H  -2.731  -1.230  0.243
H  -2.181  -2.912  0.239
H  -1.801  -1.895  1.659

***

7.
# C23H56NO3P2

2 unconnected molecules or ions with the total composition C23H56NO3P2 (wB97M-V/def2-TZVPD, the OMol25 dataset).

Properties
Orbital gap (hartree): 0.2955
Multiplicity: 1
Total charge: +1
LUMO (eV): -2.12
Energy relative to the best compared isomer or geometry (same formula, charge and spin) (kcal/mol): 0.0

Cartesian coordinates (Å):
C  -5.008  6.421  1.188
C  -3.704  5.860  0.620
N  -3.592  4.407  0.497
P  -4.362  3.355  1.699
C  -3.423  4.086  3.110
C  -2.665  2.955  3.837
O  -1.391  3.452  4.274
C  -0.308  2.880  3.591
C  -0.144  3.387  2.172
C  -5.232  2.092  2.900
O  -6.486  1.800  2.294
O  -7.445  1.775  3.343
H  -5.029  7.478  0.984
H  -5.854  5.969  0.693
H  -5.098  6.308  2.257
H  -3.573  6.289  -0.361
H  -2.882  6.236  1.215
H  -3.717  4.088  -0.453
H  -3.752  2.253  1.040
H  -5.678  3.667  1.282
H  -4.125  4.500  3.810
H  -2.662  4.789  2.829
H  -2.472  2.135  3.166
H  -3.184  2.625  4.722
H  -0.345  1.794  3.615
H  0.584  3.150  4.137
H  0.550  2.720  1.674
H  -1.064  3.399  1.606
H  0.309  4.362  2.161
H  -4.708  1.145  2.974
H  -5.453  2.509  3.873
H  -8.141  1.241  2.932
C  4.362  -0.700  -4.554
C  2.851  -0.845  -4.389
C  2.302  -0.079  -3.184
C  2.602  -0.707  -1.814
P  1.552  -2.055  -1.263
C  -0.165  -1.517  -1.454
C  -0.596  -0.138  -0.931
C  -0.794  0.021  0.578
C  -1.658  -1.054  1.229
C  1.804  -2.317  0.493
C  3.188  -2.659  1.072
C  3.654  -4.115  0.983
C  2.586  -5.153  1.312
C  1.576  -3.549  -2.266
C  2.756  -4.530  -2.343
C  4.134  -3.946  -2.693
C  4.520  -4.165  -4.155
H  4.907  -1.045  -3.672
H  4.712  -1.279  -5.407
H  4.631  0.343  -4.725
H  2.588  -1.904  -4.331
H  2.366  -0.462  -5.289
H  1.223  0.047  -3.302
H  2.725  0.926  -3.190
H  2.468  0.070  -1.051
H  3.655  -0.987  -1.738
H  -0.805  -2.306  -1.052
H  -0.347  -1.529  -2.534
H  -1.548  0.094  -1.415
H  0.105  0.627  -1.275
H  -1.267  0.991  0.746
H  0.170  0.086  1.091
H  -2.650  -1.088  0.774
H  -1.787  -0.844  2.290
H  -1.214  -2.048  1.151
H  1.039  -3.006  0.858
H  1.544  -1.349  0.930
H  3.155  -2.388  2.129
H  3.945  -2.011  0.623
H  4.487  -4.241  1.676
H  4.076  -4.310  -0.005
H  2.220  -5.030  2.333
H  2.997  -6.158  1.224
H  1.728  -5.098  0.637
H  1.296  -3.246  -3.279
H  0.711  -4.122  -1.909
H  2.490  -5.287  -3.082
H  2.815  -5.076  -1.401
H  4.891  -4.431  -2.074
H  4.185  -2.883  -2.451
H  4.640  -5.228  -4.362
H  5.465  -3.673  -4.383
H  3.762  -3.773  -4.837

***

no.,strongest force on any atom (eV/Å)
1,1.1
2,1.9
3,1.3
4,0.6
5,14.3
6,3.2
7,1.3